18
Properties=species:S:1:pos:R:3:forces:R:3 method="wB97M-V/def2-TZVPD" gap_ha=0.368 largest_force_ev_per_a=5.103 smiles=CNCN.O.O
C 1.208 0.179 -1.930 1.980 -0.131 2.654
N 0.103 -0.167 -1.018 -0.737 2.403 -2.777
C 0.594 -0.439 0.264 0.963 -0.444 2.827
N -0.305 0.105 1.314 0.104 -1.624 -0.140
H 1.089 -0.313 -2.815 -0.197 -1.130 -2.590
H 1.373 1.242 -2.083 -0.308 0.236 -0.018
H 2.181 -0.179 -1.452 -1.156 0.281 -0.822
H -0.537 0.674 -1.129 0.821 -1.644 1.093
H 1.602 -0.004 0.528 -0.727 -0.059 -0.716
H 0.790 -1.576 0.315 -0.662 1.561 0.557
H -0.603 1.027 1.003 -0.243 -0.294 0.141
H -1.096 -0.546 1.397 0.118 0.881 0.021
O -0.527 2.416 3.684 3.988 -2.861 1.397
H -0.289 1.493 3.250 -0.881 2.513 0.924
H 0.287 2.435 4.386 -3.066 0.215 -2.446
O -1.914 -2.344 -2.225 -1.718 -0.135 -0.656
H -2.700 -1.872 -1.896 0.457 -0.339 -0.320
H -1.256 -2.132 -1.593 1.266 0.572 0.872

***

18
Properties=species:S:1:pos:R:3:forces:R:3 method="wB97M-V/def2-TZVPD" gap_ha=0.393 largest_force_ev_per_a=2.123 smiles=CNCN.O.O
C 0.247 1.383 1.435 -1.721 -0.700 0.807
N 0.022 1.205 -0.004 -0.050 0.796 -0.187
C 0.643 0.048 -0.619 1.098 0.479 -0.688
N -0.181 -1.127 -0.444 0.774 -0.022 0.906
H 0.460 0.396 1.803 0.475 -0.498 0.630
H -0.791 1.561 1.819 1.169 0.518 0.349
H 1.016 2.091 1.857 -0.820 -0.501 -1.010
H 0.510 1.946 -0.414 0.222 1.797 -1.108
H 0.760 0.241 -1.761 -0.116 -0.304 2.014
H 1.640 0.024 -0.140 -0.042 -1.016 -0.502
H -0.974 -0.819 -0.937 -1.618 -0.306 -1.277
H -0.573 -1.099 0.501 0.584 -0.312 0.086
O 2.057 -3.366 -1.146 1.457 -0.547 -1.381
H 1.866 -2.462 -0.991 -0.532 1.319 0.197
H 1.565 -3.830 -0.506 -0.984 -0.841 1.140
O -2.919 1.427 -0.486 0.316 -0.839 1.586
H -1.955 1.196 -0.326 -1.067 0.573 -0.100
H -3.393 1.184 0.359 0.854 0.404 -1.462

***

18
Properties=species:S:1:pos:R:3:forces:R:3 method="wB97M-V/def2-TZVPD" gap_ha=0.342 largest_force_ev_per_a=4.119 smiles=NCCN.O.O
N -0.585 0.446 2.662 2.351 -1.301 0.272
C 0.547 0.032 1.832 -0.960 0.208 1.632
C 0.485 -1.171 0.911 -0.182 -1.677 3.151
N 0.987 -0.877 -0.361 1.930 -1.077 -3.328
H -1.232 1.057 2.267 -1.417 0.292 -0.530
H -0.810 -0.319 3.234 -1.512 -0.405 0.946
H 0.527 0.763 1.146 0.832 3.217 -2.434
H 1.396 0.173 2.491 0.708 -0.623 -0.422
H -0.574 -1.502 0.919 0.323 0.121 -0.386
H 1.044 -1.994 1.439 -0.354 0.317 -0.650
H 1.531 -0.037 -0.580 -0.569 -0.131 0.924
H 1.566 -1.640 -0.803 -1.195 0.961 0.864
O 0.982 1.541 -1.969 0.521 1.315 -1.893
H 0.819 1.943 -2.863 0.604 -0.341 1.257
H 0.156 1.102 -1.856 -1.203 -0.889 0.556
O -2.020 0.468 -2.755 -1.858 0.079 0.024
H -1.798 -0.438 -2.976 0.179 -0.219 0.002
H -3.022 0.455 -2.735 1.801 0.154 0.014

***

19
Properties=species:S:1:pos:R:3:forces:R:3 method="wB97M-V/def2-TZVPD" gap_ha=0.342 largest_force_ev_per_a=3.297 smiles="[H]/N=C/NC.O.O.O"
H -1.333 -2.455 -0.340 -1.550 -0.877 -1.642
N -1.182 -1.591 0.103 0.249 -0.068 2.110
C 0.031 -1.299 -0.130 2.677 1.232 -0.958
N 1.035 -1.221 0.799 -2.109 0.281 -0.729
C 2.375 -0.913 0.377 1.685 1.591 2.345
H 0.431 -0.997 -1.194 -0.382 -0.732 1.487
H 0.863 -1.788 1.655 0.243 1.074 -0.920
H 2.732 0.123 0.085 -1.698 -0.655 0.182
H 2.645 -1.524 -0.445 0.789 -0.981 -0.406
H 2.942 -0.999 1.351 0.136 -0.737 -1.419
O -1.091 2.005 0.015 2.189 -0.250 -1.034
H -1.275 2.814 0.428 -0.383 1.757 0.900
H -1.839 1.478 0.182 -1.780 -1.204 0.146
O 1.262 1.797 -1.668 -0.254 1.744 0.936
H 1.685 2.617 -2.016 -0.454 -1.034 0.324
H 0.672 2.142 -0.928 0.668 -0.909 -1.330
O -3.323 0.280 0.415 0.713 2.090 -0.708
H -2.577 -0.260 0.623 1.144 -1.249 0.066
H -4.054 -0.210 0.689 -1.880 -1.072 0.649

***

19
Properties=species:S:1:pos:R:3:forces:R:3 method="wB97M-V/def2-TZVPD" gap_ha=0.359 largest_force_ev_per_a=1.760 smiles="[H]/N=C/NC.O.O.O"
H -2.941 0.667 -0.833 -0.425 -0.403 0.382
N -2.149 0.147 -1.184 0.837 0.707 -0.770
C -1.221 1.043 -1.288 -1.359 -0.886 0.460
N -0.037 0.864 -1.908 0.360 0.448 -0.305
C 0.992 1.874 -1.804 0.329 0.492 0.575
H -1.411 2.007 -0.820 0.564 0.360 -0.080
H -0.040 0.290 -2.731 0.021 -0.422 0.140
H 1.549 2.053 -2.719 -0.213 -0.239 -0.249
H 1.728 1.636 -1.030 -0.028 -0.172 -0.049
H 0.560 2.832 -1.500 -0.091 -0.041 -0.117
O 0.120 -2.078 3.016 0.560 -0.022 -0.297
H 0.621 -1.598 2.336 -0.263 -0.133 0.324
H -0.670 -1.558 3.152 -0.289 0.206 0.003
O 2.222 0.314 3.770 0.582 0.815 -0.854
H 2.971 -0.109 3.326 -0.373 -0.027 0.393
H 1.815 -0.318 4.343 -0.225 -0.834 0.398
O -1.259 -2.972 -1.614 -0.446 -0.180 -1.693
H -1.825 -2.211 -1.800 0.100 0.126 0.184
H -1.026 -2.883 -0.715 0.359 0.206 1.554

***

19
Properties=species:S:1:pos:R:3:forces:R:3 method="wB97M-V/def2-TZVPD" gap_ha=0.336 largest_force_ev_per_a=5.237 smiles="[H]/N=C/NC.O.O.O"
H 3.029 -0.957 -1.366 0.555 0.753 0.653
N 2.838 -1.119 -0.382 -0.649 -1.001 1.333
C 2.938 -0.224 0.534 0.930 0.151 -5.151
N 2.540 -0.357 1.790 0.665 1.888 1.236
C 2.124 -1.561 2.483 1.869 -0.004 -0.732
H 3.367 0.779 0.184 -0.768 -0.753 1.231
H 2.217 0.577 2.063 0.184 -0.976 0.933
H 2.809 -2.407 2.249 -0.774 0.468 -0.970
H 2.493 -1.471 3.507 -1.531 0.411 0.422
H 1.110 -1.707 2.144 -0.481 -0.937 1.056
O -1.192 1.112 -1.115 0.267 1.271 -0.283
H -0.575 1.749 -0.710 -0.126 -0.700 0.128
H -1.596 1.714 -1.765 -0.134 -0.599 0.102
O -3.304 -0.240 0.972 0.528 -0.997 -2.521
H -2.948 -0.590 0.076 -0.855 1.039 2.291
H -2.544 -0.320 1.545 0.322 0.003 0.253
O -4.427 1.817 -4.488 0.124 -0.775 2.096
H -3.915 1.120 -4.012 -0.194 0.502 -1.072
H -4.964 2.085 -3.708 0.068 0.254 -1.005

***

19
Properties=species:S:1:pos:R:3:forces:R:3 method="wB97M-V/def2-TZVPD" gap_ha=0.328 largest_force_ev_per_a=7.039
C -0.250 1.109 1.212 0.050 1.430 -0.114
N 1.129 1.273 1.211 5.736 0.096 -4.080
C 1.963 0.542 0.469 -3.062 -1.079 3.787
N 1.603 -0.859 0.196 -0.719 4.455 -0.105
H -0.578 2.080 1.566 -1.051 -0.490 0.919
H -0.676 1.059 0.244 -0.276 -0.160 -1.327
H -0.489 0.222 1.690 -1.434 -1.450 1.646
H 3.012 0.895 0.307 -0.959 -0.583 0.080
H 0.817 -1.170 0.768 0.484 0.001 -0.580
H 2.359 -1.445 0.171 2.088 -1.774 -0.095
O -3.435 -0.227 0.964 -0.996 -0.275 -0.152
H -4.086 -0.261 0.249 0.516 0.219 -0.552
H -4.059 -0.462 1.662 0.562 0.012 0.617
O 0.977 0.158 -2.979 -0.260 -0.722 -0.015
H 1.273 -0.512 -2.357 -0.281 -0.733 0.074
H 1.448 0.885 -2.613 0.461 1.451 0.098
O -0.809 -1.464 -0.571 1.285 2.023 -1.651
H -1.597 -1.341 -0.106 -2.517 -0.332 1.467
H -0.690 -0.493 -0.827 0.372 -2.090 -0.018